A cluster of 19 separate species, C23H10Cl72F3N3O3PS in total in a non-equilibrium geometry. Source: the OMol25 dataset; level of theory: wB97M-V/def2-TZVPD.

Structure (XYZ):
```
116
C23H10Cl72F3N3O3PS (wB97M-V/def2-TZVPD)
Cl -8.406 -11.807 4.388
Cl 12.762 12.881 -6.938
Cl 12.525 5.734 1.092
Cl -7.299 -6.263 8.965
Cl -18.416 -9.038 1.297
Cl 9.282 12.743 -10.180
Cl -8.430 -8.751 4.346
Cl 8.061 7.769 1.655
Cl -20.984 -9.272 2.644
Cl 14.952 14.796 -6.874
Cl 13.630 3.768 -12.087
Cl -5.586 -7.606 7.034
Cl 0.868 -4.165 1.811
Cl -2.581 -2.662 5.955
Cl -17.478 -5.034 -1.897
Cl -16.533 -4.234 6.427
Cl -19.146 -6.683 -0.176
Cl -6.725 -1.890 5.729
Cl -7.873 -14.618 4.916
Cl 5.890 8.292 -5.874
Cl 12.096 5.814 -10.697
Cl 11.003 5.566 -7.337
Cl -20.244 -5.566 -2.628
Cl 8.770 8.706 -5.879
Cl -7.818 -5.981 6.116
Cl -7.745 -13.600 2.194
Cl 9.801 12.461 -7.331
Cl -3.561 -2.298 1.263
Cl -4.978 -3.338 -1.056
Cl -3.038 -5.108 7.463
Cl 11.976 6.280 -4.690
Cl -6.469 -2.235 1.185
Cl -19.077 -7.245 3.492
Cl -4.879 -4.339 5.345
Cl -13.599 -0.283 8.061
Cl 14.386 4.577 -9.396
Cl -10.378 -7.175 2.867
Cl -18.906 -4.819 8.006
Cl 13.203 4.080 -6.146
Cl 10.511 3.797 -5.080
Cl 11.813 7.387 -1.194
Cl -2.196 -5.249 4.681
Cl 5.215 7.164 1.656
Cl -18.269 -7.699 -2.757
Cl 14.951 12.525 -5.055
Cl 11.514 11.118 -9.262
Cl 7.661 6.211 -4.873
Cl -19.055 -4.818 5.100
Cl -11.256 -8.934 5.012
Cl 8.783 10.201 -8.855
Cl 6.978 5.866 3.572
Cl -11.985 -2.568 8.862
Cl -0.574 -2.049 0.429
Cl 11.951 3.042 -9.824
Cl -4.929 -0.475 -0.545
Cl -18.543 -10.056 4.020
Cl -17.614 -6.934 6.482
Cl 15.398 12.110 -7.900
Cl -12.994 -2.383 6.140
Cl 7.571 6.799 -7.721
Cl 12.809 4.685 -1.607
Cl 7.126 5.166 0.752
Cl -10.314 -13.834 3.540
Cl -0.424 -2.050 3.335
Cl -8.568 -3.200 3.899
Cl -8.672 -0.314 4.250
Cl 10.159 5.102 -0.480
Cl 1.949 -1.464 1.756
Cl -14.827 -2.906 8.338
Cl -9.551 -2.073 6.394
Cl -10.274 -10.061 2.516
Cl -8.317 -8.523 7.441
S 4.339 2.224 0.098
P 9.901 1.646 -1.087
F 4.407 -0.219 -1.151
F 2.455 0.277 0.126
F 4.553 -0.320 1.338
O 5.471 2.512 1.110
O 9.907 1.888 0.670
O 3.065 2.994 0.622
N 4.695 2.580 -1.571
N 6.531 3.140 -3.351
N 7.183 2.849 -1.056
C -10.084 -8.730 3.685
C -8.584 -13.464 3.760
C 6.845 6.491 1.909
C 3.944 0.356 0.167
C -18.784 -6.246 -1.865
C 8.138 1.921 -1.764
C -19.255 -8.903 2.863
C 11.826 5.727 -0.547
C -8.379 -1.870 5.068
C -13.351 -2.035 7.850
C 9.845 11.631 -8.907
C 7.906 2.439 -3.302
C 11.673 4.931 -5.813
C -4.984 -2.086 0.212
C -7.255 -7.093 7.389
C -3.174 -4.340 5.861
C -18.027 -5.201 6.504
C 14.516 13.078 -6.691
C 13.016 4.300 -10.501
C 5.982 2.842 -1.974
C 10.236 -0.246 -1.414
C 7.473 7.502 -6.087
C 0.455 -2.432 1.833
H 3.965 2.562 -2.346
H 7.496 3.849 -1.156
H 9.536 -0.508 -2.342
H 9.833 -0.892 -0.522
H 9.328 2.688 0.907
H 11.346 -0.462 -1.713
H 7.635 0.839 -1.764
H 6.598 4.145 -3.625
H 8.797 3.176 -3.595
H 7.902 1.420 -3.922
```

Summary:
**Highest occupied orbital energy**: -11.32 eV
**Molar mass**: 3049.0 g mol⁻¹
**HOMO-LUMO gap**: 5.58 eV
**Net charge**: +1
**DFT total energy**: -35444.5156 hartree

Atom charges from the Mulliken analysis, given in e for atoms 1 to 99: 0.029, 0.014, -0.095, -0.109, -0.081, -0.086, -0.062, -0.082, -0.090, -0.095, -0.094, -0.062, -0.097, -0.127, -0.102, -0.021, -0.007, -0.049, -0.107, -0.100, -0.075, 0.020, -0.099, -0.002, 0.062, -0.096, -0.119, 0.029, -0.100, -0.087, -0.037, -0.004, 0.011, 0.074, -0.092, -0.075, -0.089, -0.106, -0.083, -0.089, -0.077, -0.099, -0.097, -0.107, -0.099, -0.070, -0.035, -0.119, -0.095, -0.040, -0.086, -0.102, -0.101, -0.080, -0.112, -0.116, -0.085, -0.104, -0.095, -0.070, -0.057, 0.006, -0.092, -0.019, -0.091, -0.102, 0.069, -0.105, -0.078, 0.029, -0.061, -0.042, 0.881, 0.536, -0.236, -0.178, -0.161, -0.416, -0.546, -0.533, -0.063, -0.302, 0.060, 0.302, 0.260, 0.233, 0.743, 0.311, -0.558, 0.284, 0.127, 0.181, 0.356, 0.321, 0.561, 0.220, 0.205, 0.181, 0.242